The following is a quantum chemistry calculation of a 12-piece molecular cluster, C64H162N10O24 overall, from OMol25.

XYZ file:
```
260
C64H162N10O24 | OMol25 | wB97M-V/def2-TZVPD
C 14.9088 19.8503 16.3255
O 15.1573 20.8911 15.4120
C 15.6032 20.3678 14.1309
C 16.3365 21.4583 13.4547
N 15.6828 22.7580 13.4366
C 16.3208 23.7390 12.5926
C 15.3958 24.9647 12.5967
O 15.2336 25.4651 13.8989
C 14.1429 26.3648 13.9278
H 14.2901 20.2672 17.0955
H 15.8694 19.5451 16.7440
H 14.3500 19.0166 15.9343
H 14.6957 20.1318 13.5556
H 16.2831 19.5341 14.3195
H 16.5610 20.9880 12.4796
H 17.3411 21.5431 13.9074
H 15.3424 23.0520 14.3229
H 16.3435 23.4006 11.5372
H 17.3564 24.0011 12.8951
H 14.4062 24.6650 12.2408
H 15.8702 25.7371 11.9182
H 13.2575 25.7842 13.6503
H 14.3470 27.2087 13.2658
H 14.0221 26.7757 14.9336
C 14.2008 17.8836 28.4618
O 14.1157 16.6758 27.7198
C 15.3237 15.9125 27.8389
C 15.3467 14.9912 29.0401
N 14.2250 14.0364 28.9686
C 13.9039 13.4023 30.1982
C 12.8284 14.0683 31.0213
O 13.1677 15.4152 31.2720
C 14.1940 15.5678 32.1750
H 15.0170 18.4967 28.0827
H 14.2664 17.6877 29.5217
H 13.3026 18.4531 28.2484
H 16.1412 16.6181 28.0155
H 15.4864 15.4274 26.8522
H 15.3108 15.6986 29.8780
H 16.3193 14.5174 28.9942
H 13.3415 14.5519 28.7497
H 14.7982 13.2476 30.8542
H 13.4493 12.3650 30.0623
H 12.8822 13.4381 31.9255
H 11.8126 14.0746 30.5951
H 13.7856 15.7197 33.1934
H 14.7382 16.4645 31.9135
H 14.9213 14.7351 32.2807
C 11.6417 23.3508 18.7801
O 13.0375 23.3864 18.5866
C 13.4122 23.6380 17.2099
C 14.7863 24.2845 17.1719
N 14.9156 25.5038 17.9651
C 16.1737 26.1291 18.0958
C 17.1356 25.5694 19.1321
O 16.4353 25.3645 20.3686
C 17.3419 25.1473 21.4395
H 11.1813 24.1765 18.2308
H 11.3925 23.4987 19.8261
H 11.2589 22.3498 18.4142
H 12.6351 24.2608 16.7024
H 13.4851 22.6838 16.6908
H 15.0206 24.4898 16.1045
H 15.4226 23.4907 17.5061
H 14.3658 25.3581 18.7954
H 15.9595 27.1502 18.3963
H 16.7036 26.2284 17.1339
H 17.9129 26.3448 19.2240
H 17.6286 24.6434 18.8315
H 17.7945 24.1650 21.3015
H 16.7939 25.2198 22.3723
H 18.1687 25.8853 21.3906
C 17.5244 23.1934 24.8178
O 18.1654 22.6968 23.6697
C 17.9674 21.3403 23.5064
C 18.7505 20.9658 22.2335
N 20.1760 21.1660 22.4358
C 20.9398 21.1210 21.2207
C 22.2805 21.7742 21.5069
O 22.0018 23.0926 21.9277
C 23.0799 23.8170 22.4120
H 17.6967 22.5652 25.6997
H 16.4319 23.1756 24.6612
H 17.8250 24.2331 25.0025
H 16.9110 20.9984 23.3373
H 18.3827 20.8540 24.4314
H 18.3467 21.6204 21.4280
H 18.5671 19.9044 22.0030
H 20.2349 22.1296 22.7920
H 20.4904 21.7249 20.3721
H 21.0477 20.0928 20.8989
H 22.9765 21.7948 20.6724
H 22.7900 21.2109 22.3199
H 22.6990 24.7835 22.7420
H 23.8214 24.0032 21.5853
H 23.6458 23.2809 23.2336
C 13.4379 21.7960 26.6893
O 12.2608 22.2545 26.0310
C 12.1319 23.6408 25.8445
C 10.7336 23.8667 25.3431
N 10.6234 23.0425 24.1712
C 9.2599 22.8039 23.7257
C 9.3290 22.2030 22.3495
O 10.1070 20.9885 22.5354
C 10.2073 20.3368 21.2735
H 14.2999 21.8433 26.0147
H 13.2841 20.7660 27.0376
H 13.6996 22.4676 27.5068
H 12.7642 23.9828 24.9837
H 12.3442 24.1360 26.8000
H 10.6562 24.8883 24.9593
H 10.0081 23.5633 26.1103
H 11.0444 22.1258 24.3420
H 8.6920 23.7225 23.7028
H 8.7048 22.0475 24.3059
H 9.8458 22.9046 21.6648
H 8.3440 21.9566 21.9509
H 10.7399 20.9410 20.5608
H 9.2225 20.0343 20.8508
H 10.7586 19.3943 21.5206
C 19.0963 26.4172 12.8468
O 20.0330 25.5811 13.5340
C 20.1173 25.7888 14.9413
C 19.1113 24.9852 15.6344
N 19.4383 23.5501 15.5439
C 18.5905 22.6400 16.2473
C 19.2920 21.3610 16.2449
O 18.5263 20.2657 16.8476
C 19.1166 18.9807 16.6830
H 19.1946 26.1857 11.8058
H 19.3258 27.4960 13.0914
H 18.0369 26.2724 13.1740
H 19.8441 26.8277 15.1375
H 21.1101 25.5169 15.2181
H 18.0984 25.2899 15.3690
H 19.2919 25.2654 16.6524
H 19.5430 23.2473 14.5811
H 17.5668 22.5565 15.8135
H 18.3431 22.9472 17.2635
H 20.2290 21.4852 16.8018
H 19.5972 21.0716 15.2269
H 18.3743 18.2510 16.9990
H 20.0601 18.8454 17.2525
H 19.3824 18.8202 15.6362
C 16.5767 21.1659 19.8509
O 15.8604 20.9422 21.0584
C 14.9302 21.9960 21.2309
C 14.0532 21.5902 22.4282
N 13.6837 20.2010 22.4948
C 13.3425 19.5202 23.7232
C 14.5506 19.1493 24.5535
O 15.2318 18.1760 23.7876
C 16.4934 17.8955 24.3506
H 15.9514 20.9197 19.0223
H 17.5219 20.6201 19.7930
H 16.8016 22.2144 19.8359
H 14.3360 22.0913 20.3088
H 15.3857 22.9559 21.4267
H 13.1416 22.2300 22.4490
H 14.7206 21.9225 23.2220
H 14.4947 19.6801 22.2049
H 12.7778 18.6494 23.3932
H 12.6268 20.0894 24.3313
H 14.3593 18.7538 25.5735
H 15.2462 20.0093 24.7056
H 16.9588 17.0012 23.9377
H 16.3785 17.8362 25.4659
H 17.2400 18.6897 24.1468
C 19.3738 17.8525 27.1969
O 20.4278 17.6870 26.2430
C 20.1392 18.4344 25.0495
C 21.4177 18.4411 24.2631
N 21.7214 17.1310 23.7023
C 22.9580 17.0923 22.9722
C 23.3077 15.6898 22.6085
O 23.5132 14.9728 23.8293
C 23.1674 13.5557 23.7309
H 18.3445 17.9276 26.7172
H 19.5194 18.7473 27.8377
H 19.3462 16.9446 27.8478
H 19.9669 19.4469 25.3542
H 19.3478 17.9511 24.4504
H 22.2363 18.8495 24.8901
H 21.2530 19.2278 23.4966
H 21.8305 16.4349 24.4225
H 23.8332 17.5563 23.4365
H 22.8098 17.6409 22.0537
H 24.2670 15.6366 22.1377
H 22.5191 15.2106 22.0492
H 23.1396 13.0985 24.7181
H 23.8408 13.0346 23.0037
H 22.1851 13.5330 23.3327
C 19.5821 14.6157 25.1325
O 18.6140 13.6567 25.4511
C 17.2467 14.0362 25.4382
C 16.4148 12.8982 26.0721
N 17.0151 12.6114 27.3449
C 16.2595 11.5537 27.9841
C 16.8795 11.2396 29.3242
O 18.1799 10.7970 29.0591
C 19.0573 10.7904 30.1502
H 20.4760 14.1630 25.5509
H 19.4011 15.5778 25.5842
H 19.6818 14.8042 24.0559
H 16.8910 14.1849 24.4321
H 17.1578 14.9876 26.0212
H 16.4415 12.1193 25.3537
H 15.3977 13.2583 26.1927
H 17.9787 12.2807 27.2539
H 16.2643 10.6527 27.3906
H 15.2894 11.9724 28.2409
H 16.3029 10.4622 29.8699
H 16.9135 12.1409 29.9771
H 18.6388 10.0727 30.9033
H 19.1670 11.7689 30.6312
H 20.0575 10.4493 29.8406
C 19.7749 16.8869 20.7264
O 18.7985 16.2957 19.9142
C 17.4954 16.8701 20.1862
C 16.7015 16.5725 18.9181
N 15.2743 16.7587 19.1246
C 14.9558 18.0739 19.6651
C 13.4035 18.2361 19.6695
O 12.9931 18.2014 18.3205
C 11.5367 18.1365 18.3095
H 19.5711 16.9275 21.8037
H 19.9034 17.9377 20.3821
H 20.7610 16.4417 20.5899
H 17.6420 17.9195 20.4093
H 17.1042 16.2384 20.9734
H 16.9982 15.5659 18.6685
H 17.0062 17.3216 18.1509
H 14.8290 16.6616 18.2103
H 15.4079 18.8163 19.0257
H 15.3193 18.2448 20.6802
H 13.1229 19.1579 20.1791
H 12.9746 17.3790 20.1878
H 11.2182 17.4700 19.0903
H 11.1607 17.9434 17.3075
H 11.1804 19.1206 18.6358
O 12.7106 15.5973 22.7109
C 13.9177 15.0810 23.3213
C 15.1389 15.2791 22.4986
O 14.7378 14.6414 21.2783
H 12.8238 15.3709 21.7565
H 13.9786 15.5485 24.2901
H 13.7765 14.0436 23.6110
H 15.9804 14.7250 22.9438
H 15.3412 16.3229 22.3452
H 14.9352 15.2675 20.5304
O 12.8308 27.0712 22.6209
C 13.4310 26.3041 21.6352
C 13.0995 24.8494 21.9098
O 11.6568 24.7899 22.1147
H 11.9262 26.7350 22.6468
H 13.0604 26.5914 20.6108
H 14.5030 26.4228 21.7130
H 13.5473 24.3411 22.7996
H 13.4030 24.2629 21.0186
H 11.4288 24.2154 22.8842
```

The value obtained for the relative energy (zero: lowest compared OMol25 entry of this formula, charge and spin) is 0.0 kcal per mole. For the max |F|, the calculation gives 3.09 eV/A. As for the LUMO energy: 0.44 eV. The net charge is 0. The gap between HOMO and LUMO comes out at 8.76 eV. The HOMO energy is -8.3 eV. As for the spin multiplicity: 1. The SMILES is COCCNCCOC.COCCNCCOC.COCCNCCOC.COCCNCCOC.COCCNCCOC.COCCNCCOC.COCCNCCOC.COCCNCCOC.COCCNCCOC.COCCNCCOC.OCCO.OCCO.